Molecular formula: C12H21N3O4PV
Method: DFT, wB97M-V/def2-TZVPD

Properties
LUMO level (spin up / spin down), hartree: -0.0009 / -0.0462
Total energy, eV: -60422.2944
Kohn-Sham gap (spin up / spin down), eV: 7.51 / 6.37

Geometry as ORCA input:
```
! RIJCOSX wB97M-V def2-TZVPD def2/J DEFGRID3
* xyz 0 5
C -2.377 -0.125 2.853
C 0.259 -4.574 -0.392
H -0.590 4.452 -3.565
H -4.068 -1.305 2.354
H -2.414 -0.486 3.881
C 1.657 -2.494 -0.355
H -1.181 -2.956 -0.168
O 3.341 -0.342 2.814
H -2.589 -2.016 1.837
N 0.108 0.498 2.178
H 0.289 -4.688 0.692
N 1.725 -1.452 0.116
H 2.382 -4.431 -0.442
N 1.338 1.551 -0.708
H 1.543 4.782 -1.367
H 0.237 -5.557 -0.863
H -1.933 -4.506 -0.622
O 3.094 1.922 2.513
C 0.557 2.121 -1.357
C 1.504 -3.899 -0.809
H -0.992 -3.559 -1.814
H 0.336 5.892 -1.853
H 0.931 3.557 -3.738
C 1.007 5.130 -2.251
H 1.624 5.772 -2.879
H -1.130 3.270 -1.470
C 0.254 4.025 -3.024
C -3.287 -0.479 0.475
C -0.374 2.880 -2.151
H -0.848 2.166 -2.823
H 1.663 -3.878 -1.887
O 5.247 1.533 3.415
C -1.068 -3.859 -0.768
H -3.964 -1.116 -0.095
H -2.335 -0.515 -0.054
O 4.381 0.790 0.953
C -0.993 0.218 2.470
V 2.270 0.529 1.177
P 4.210 0.900 2.470
H -2.922 0.817 2.916
C -3.119 -1.064 1.875
H -3.775 0.495 0.468
*
```

***

Molecular formula: C12H22BF4N4
Method: DFT, wB97M-V/def2-TZVPD

Properties
LUMO level, hartree: -0.0653
Total energy, eV: -30308.7006
Kohn-Sham gap, eV: 10.84

Geometry as ORCA input:
```
! RIJCOSX wB97M-V def2-TZVPD def2/J DEFGRID3
* xyz 1 1
N 1.545 -2.560 2.613
H -4.716 0.764 -0.623
H -0.902 4.391 -5.181
C 0.703 -1.482 2.702
B 0.303 1.035 0.583
H -3.490 -0.246 -1.318
H 1.912 -4.537 2.185
H 1.903 -4.243 -0.336
H 3.627 -0.023 5.096
H 2.976 -3.034 0.357
F -0.093 2.123 -0.212
C -3.983 0.723 -1.427
C 1.385 -3.710 1.719
N -1.080 2.521 -4.262
N 2.250 -1.344 4.243
F 1.415 0.394 0.016
H 3.229 -3.175 3.841
C -0.536 1.300 -3.907
H 0.768 0.234 4.057
H -4.507 0.718 -2.383
C -1.971 2.864 -3.342
C 3.040 -0.886 5.389
H 1.357 -2.577 -0.108
H 0.328 -3.917 1.570
N -2.090 1.888 -2.464
H 0.430 3.265 -5.490
F -0.770 0.092 0.645
C 1.944 -3.386 0.334
F 0.625 1.489 1.872
C -2.976 1.842 -1.298
H -1.013 0.051 -2.172
C 1.171 -0.696 3.701
H -1.191 3.040 -6.278
H -2.331 1.690 -0.434
C 2.443 -2.486 3.589
H 2.382 -0.706 6.233
H -3.473 2.806 -1.208
H 0.195 0.781 -4.499
H 3.694 -1.709 5.674
C -0.645 3.356 -5.393
H -0.127 -1.344 2.032
C -1.146 0.943 -2.760
H -2.583 3.750 -3.354
*
```